No. 1
{
  "formula": "C20H23IrN8O2S2",
  "method": "ωB97M-V/def2-TZVPD",
  "symbols": ["Ir", "N", "C", "S", "N", "N", "C", "C", "C", "C", "C", "C", "N", "H", "H", "H", "H", "H", "H", "H", "O", "C", "N", "C", "O", "C", "C", "C", "C", "N", "C", "H", "H", "H", "H", "H", "H", "H", "H", "C", "C", "C", "C", "N", "C", "S", "N", "C", "H", "H", "H", "H", "H", "H", "H", "H"],
  "positions_angstrom": [[-0.2100, 2.5842, -0.0994], [-2.3978, 6.3564, 0.3222], [-1.4502, 5.4289, 0.3285], [-1.2684, 4.4726, -1.1461], [-0.6586, 5.2816, 1.3585], [0.1916, 4.2908, 1.3412], [1.2654, 4.1966, 2.0511], [2.1661, 3.1186, 1.7293], [3.3872, 2.9425, 2.3863], [4.2677, 1.9775, 1.9350], [3.9164, 1.2199, 0.8244], [2.6820, 1.4291, 0.2377], [1.8207, 2.3442, 0.6715], [-2.9001, 6.5660, -0.5264], [-2.5096, 6.9660, 1.1198], [1.5404, 4.9396, 2.7910], [3.6376, 3.5674, 3.2283], [5.2143, 1.8203, 2.4263], [4.5871, 0.4756, 0.4287], [2.3740, 0.8400, -0.6146], [-1.6932, -2.4696, -4.6472], [-2.9675, -2.1572, -4.1861], [-2.7789, -1.4161, -2.9637], [-3.8097, -1.0448, -2.1670], [-4.9634, -1.3078, -2.4002], [-3.4181, -0.2413, -0.9535], [-4.1691, -0.3344, 0.2186], [-3.8239, 0.4622, 1.2990], [-2.7389, 1.3144, 1.1873], [-2.0341, 1.4181, 0.0593], [-2.3778, 0.6751, -0.9924], [-1.7499, -2.8576, -5.5278], [-3.5716, -3.0609, -3.9872], [-3.5286, -1.5411, -4.9095], [-1.8122, -1.2957, -2.6971], [-5.0112, -1.0097, 0.2611], [-4.3781, 0.4179, 2.2216], [-2.4294, 1.9397, 2.0155], [-1.8183, 0.8445, -1.9047], [2.4253, -4.6396, 2.7486], [2.0608, -3.8142, 1.5748], [2.3693, -4.1218, 0.2692], [1.9563, -3.2466, -0.7545], [1.2959, -2.1294, -0.4764], [0.9972, -1.8397, 0.7748], [0.1012, -0.4750, 1.2010], [1.3787, -2.6682, 1.7969], [2.2498, -3.5248, -2.1776], [2.8601, -5.5855, 2.4404], [1.5526, -4.8381, 3.3702], [3.1513, -4.1138, 3.3703], [2.9077, -5.0242, 0.0362], [1.1152, -2.4089, 2.7428], [2.5488, -4.5575, -2.3301], [3.0614, -2.8763, -2.5105], [1.3847, -3.2924, -2.7947]],
  "forces_ev_per_angstrom": [[0.212, 0.546, 3.000], [0.212, 0.058, 0.063], [0.292, -0.590, -0.270], [0.380, -1.630, 0.463], [-0.533, 1.166, 1.084], [-0.047, -2.323, -2.077], [-0.625, 0.224, -0.152], [0.677, -0.345, 0.022], [-0.646, 0.149, -0.143], [-0.170, -0.219, -0.343], [-0.054, 0.177, 0.312], [0.199, -0.376, -0.400], [-0.390, 0.735, -0.544], [-0.087, -0.071, 0.111], [0.104, 0.055, -0.065], [-0.275, 0.099, -0.020], [-0.034, 0.099, 0.085], [0.114, 0.040, 0.063], [0.006, -0.079, -0.113], [-0.082, -0.034, -0.020], [0.597, -0.039, -0.029], [-1.288, -0.270, -0.417], [0.394, 0.193, 0.199], [0.666, -0.122, -0.278], [-0.415, -0.050, 0.091], [0.104, 0.275, 0.264], [0.219, 0.160, -0.181], [0.248, -0.101, -0.220], [-0.055, 0.223, 0.494], [0.546, 1.577, -0.709], [-0.229, -0.316, -0.519], [-0.037, 0.054, 0.106], [0.186, 0.267, 0.023], [0.144, -0.111, 0.200], [-0.144, -0.006, 0.118], [-0.071, -0.037, -0.049], [-0.019, 0.046, 0.115], [0.005, -0.006, -0.048], [-0.023, -0.061, -0.018], [0.079, -0.118, 0.238], [0.073, -0.092, -0.528], [-0.147, 0.153, 0.135], [0.110, -0.200, 0.610], [0.118, 0.038, -0.572], [-0.127, 0.300, 0.374], [-0.422, 0.947, 0.240], [0.106, -0.177, -0.229], [0.068, -0.101, -0.241], [-0.007, -0.006, -0.014], [-0.062, -0.041, -0.006], [0.050, 0.027, 0.000], [0.044, -0.114, 0.021], [0.009, 0.031, -0.176], [0.026, -0.032, -0.044], [0.060, 0.023, -0.008], [-0.058, 0.004, 0.004]],
  "homo_ev": [-13.70, -13.70],
  "de_lowest_ev": 4.277,
  "charge": 2,
  "e_tot_ha": -2264.60712,
  "gap_ev": [5.73, 5.79],
  "largest_force_ev_per_a": 3.1
}

No. 2
{
  "formula": "C20H23N3O2S",
  "method": "ωB97M-V/def2-TZVPD",
  "symbols": ["C", "C", "C", "C", "C", "C", "S", "C", "N", "C", "C", "O", "N", "C", "C", "O", "C", "C", "N", "C", "C", "C", "C", "C", "C", "C", "H", "H", "H", "H", "H", "H", "H", "H", "H", "H", "H", "H", "H", "H", "H", "H", "H", "H", "H", "H", "H", "H", "H"],
  "positions_angstrom": [[-1.2088, 1.5365, -4.4966], [-0.9721, 1.3072, -3.0215], [-0.7299, 2.2499, -2.0028], [-0.5555, 1.4710, -0.7335], [-0.3591, 2.2089, 0.5237], [0.5628, 1.9516, 1.5813], [1.7260, 0.7228, 1.5561], [2.0864, 1.2586, 3.2472], [2.9833, 0.7510, 4.0370], [3.6953, -0.3601, 3.3840], [4.7594, -0.7925, 4.3736], [5.7589, -1.6933, 3.9332], [1.4616, 2.3730, 3.7135], [1.5963, 3.0363, 5.0455], [0.4582, 2.6937, 2.8713], [-0.4377, 3.5624, 3.1054], [-0.6302, 0.1810, -1.0344], [-0.6778, -0.9765, -0.0881], [-0.8940, 0.0408, -2.4144], [-0.7244, -1.1422, -3.2938], [-2.0217, -1.8248, -3.1601], [-2.0200, -3.2145, -2.7590], [-3.1220, -4.0691, -2.8315], [-4.3617, -3.5290, -3.0955], [-4.4086, -2.0945, -3.3204], [-3.3286, -1.2718, -3.4453], [-1.8428, 0.8252, -4.8618], [-1.7601, 2.4307, -4.5629], [-0.2252, 1.4170, -5.0869], [-0.7280, 3.4130, -2.0459], [-0.9381, 3.0612, 0.6924], [4.2187, 0.0655, 2.5093], [2.9783, -1.1765, 3.1581], [5.1693, 0.1458, 4.7074], [4.2527, -1.2270, 5.2703], [6.4968, -1.6579, 4.5978], [1.9832, 2.3224, 5.7863], [2.2643, 3.8812, 4.9742], [0.6379, 3.3399, 5.3828], [-1.5496, -1.5965, -0.3555], [0.2839, -1.4642, -0.2770], [-0.8749, -0.5827, 0.9019], [-0.5686, -0.9492, -4.3526], [0.0753, -1.6946, -2.9196], [-1.0601, -3.6493, -2.5815], [-3.0901, -5.1592, -2.5160], [-5.2678, -4.1418, -3.0676], [-5.4365, -1.7055, -3.4283], [-3.6550, -0.2735, -3.6001]],
  "forces_ev_per_angstrom": [[3.204, -0.298, 1.341], [0.906, 1.266, 2.297], [-0.608, -0.089, -0.049], [0.486, 4.146, -1.133], [2.934, -2.188, 2.500], [-4.331, 1.307, -3.341], [0.872, -0.083, 1.669], [3.972, -1.669, 2.479], [-1.067, -0.470, -2.098], [0.397, -0.082, 0.357], [-0.629, -0.385, 1.571], [0.895, 0.165, 0.351], [-1.571, 0.734, -0.114], [0.850, -1.602, -0.435], [-3.370, 3.678, -0.454], [2.555, -2.413, -0.546], [-0.829, -2.023, -1.185], [-0.356, 0.307, -1.436], [1.130, 1.856, -1.238], [-2.155, 1.460, 1.276], [-2.586, -3.561, 0.017], [0.186, 1.645, -1.596], [-0.626, -0.909, 1.096], [0.350, 1.988, -0.093], [-2.083, -2.746, -0.090], [1.342, -1.368, 1.051], [-1.726, -2.158, -1.046], [0.056, 1.515, -0.571], [-1.539, 0.821, 0.716], [-0.063, -2.475, -0.125], [-0.973, 1.232, 0.181], [-0.322, -0.605, -0.139], [0.541, 0.307, -0.304], [0.573, 0.404, 0.202], [0.126, 0.255, -0.524], [-1.177, -0.076, -1.067], [0.070, 0.112, -0.554], [0.158, 0.190, -0.124], [-0.946, 0.404, -0.104], [0.581, -0.150, 0.079], [-0.270, -0.667, 0.947], [0.574, -0.217, 0.277], [0.329, 0.774, 0.200], [1.286, -1.238, 0.483], [0.543, -0.189, 0.315], [0.399, 1.484, -0.598], [0.314, 0.405, -0.081], [0.741, 0.108, -0.075], [0.858, 1.095, -0.283]],
  "homo_ev": -7.87,
  "smiles": "Cc1cc(/C=C2\\S/C(=N\\CCO)N(C)C2=O)c(C)n1Cc1ccccc1",
  "de_lowest_ev": 4.276,
  "e_tot_ha": -1488.75265,
  "gap_ev": 8.05,
  "largest_force_ev_per_a": 5.6
}

No. 3
{
  "formula": "C20H23N3O4S",
  "method": "ωB97M-V/def2-TZVPD",
  "symbols": ["C", "C", "O", "C", "C", "C", "C", "N", "C", "O", "C", "C", "C", "C", "C", "S", "O", "O", "N", "C", "C", "N", "C", "C", "C", "C", "C", "C", "H", "H", "H", "H", "H", "H", "H", "H", "H", "H", "H", "H", "H", "H", "H", "H", "H", "H", "H", "H", "H", "H", "H"],
  "positions_angstrom": [[-8.7273, -1.0449, 1.2389], [-7.8545, -1.1442, 0.0101], [-8.2687, -1.6243, -1.0219], [-6.4680, -0.6293, 0.1217], [-5.6423, -0.7186, -1.0011], [-4.3410, -0.2654, -0.9803], [-3.8283, 0.2974, 0.1871], [-2.5268, 0.7852, 0.2909], [-1.5201, 0.7490, -0.6357], [-1.6076, 0.2410, -1.7298], [-0.2527, 1.3895, -0.1583], [-0.2330, 2.5146, 0.6621], [0.9713, 3.0803, 1.0504], [2.1671, 2.5197, 0.6339], [2.1425, 1.4123, -0.1928], [3.7124, 0.7026, -0.6918], [3.4739, -0.2660, -1.7237], [4.6372, 1.7656, -0.9507], [4.1426, 0.0035, 0.7751], [3.5314, -1.2858, 1.0192], [4.2799, -2.4190, 0.3170], [5.6809, -2.4003, 0.7078], [6.4034, -3.5141, 0.1313], [6.2782, -1.1270, 0.3419], [5.5594, 0.0012, 1.0770], [0.9530, 0.8510, -0.6034], [-4.6465, 0.3932, 1.3150], [-5.9466, -0.0629, 1.2851], [-8.2821, -1.6006, 2.0612], [-8.8383, -0.0048, 1.5372], [-9.7065, -1.4598, 1.0142], [-6.0519, -1.1570, -1.8986], [-3.7175, -0.3445, -1.8545], [-2.2969, 1.1756, 1.1948], [-1.1569, 2.9823, 0.9726], [0.9740, 3.9603, 1.6753], [3.1208, 2.9343, 0.9169], [2.5006, -1.2382, 0.6652], [3.5359, -1.4521, 2.1009], [3.8490, -3.3773, 0.6172], [4.1599, -2.2995, -0.7721], [5.9476, -4.4440, 0.4681], [7.4349, -3.4850, 0.4791], [6.4008, -3.4985, -0.9690], [7.3320, -1.1408, 0.6292], [6.2076, -0.9393, -0.7448], [5.9546, 0.9697, 0.7720], [5.6700, -0.1243, 2.1580], [0.9567, 0.0060, -1.2748], [-4.2523, 0.8306, 2.2225], [-6.5495, 0.0267, 2.1749]],
  "forces_ev_per_angstrom": [[-0.195, -0.142, -0.227], [-0.267, -0.023, 0.213], [0.008, 0.009, 0.020], [0.464, 0.067, -0.275], [-0.212, 0.017, 0.261], [0.157, 0.004, -0.143], [-0.420, -0.142, -0.064], [0.058, 0.214, 0.387], [0.075, 0.090, 0.166], [0.023, -0.111, -0.132], [0.290, 0.177, -0.001], [-0.047, -0.200, -0.127], [0.188, -0.015, 0.011], [-0.057, 0.195, 0.069], [0.307, -0.290, -0.223], [-0.332, 0.127, 0.518], [-0.241, -0.034, 0.157], [0.057, 0.115, 0.226], [-0.197, 0.590, -0.833], [-0.306, -0.571, -0.106], [-0.131, 0.028, 0.110], [-0.025, 0.059, 0.027], [-0.028, 0.038, 0.056], [-0.022, 0.125, 0.246], [0.676, 0.140, -0.237], [-0.108, -0.095, -0.126], [0.186, 0.043, -0.045], [-0.109, -0.106, -0.210], [0.042, 0.007, 0.128], [0.014, 0.088, 0.101], [0.014, 0.000, -0.017], [-0.019, -0.027, -0.063], [0.005, -0.003, -0.008], [0.055, -0.107, -0.214], [-0.079, 0.025, 0.026], [0.020, 0.072, 0.036], [0.085, 0.134, 0.114], [-0.072, -0.165, 0.146], [-0.057, 0.027, -0.081], [-0.026, 0.032, -0.033], [0.024, -0.120, 0.100], [0.033, -0.082, -0.030], [0.061, -0.064, -0.029], [0.003, -0.008, -0.040], [-0.010, 0.033, -0.062], [0.100, -0.048, 0.020], [0.145, -0.072, 0.168], [-0.032, 0.025, -0.068], [-0.056, -0.097, -0.080], [0.034, 0.038, 0.085], [-0.072, 0.002, 0.084]],
  "homo_ev": -8.79,
  "smiles": "CC(=O)c1ccc(NC(=O)c2cccc(S(=O)(=O)N3CCN(C)CC3)c2)cc1",
  "de_lowest_ev": 1.257,
  "e_tot_ha": -1639.34909,
  "gap_ev": 8.65,
  "largest_force_ev_per_a": 1.0
}

No. 4
{
  "formula": "C20H23N3O5",
  "method": "ωB97M-V/def2-TZVPD",
  "symbols": ["C", "C", "C", "C", "C", "O", "N", "C", "C", "C", "C", "N", "C", "O", "C", "C", "C", "C", "C", "C", "N", "O", "O", "C", "C", "C", "O", "C", "H", "H", "H", "H", "H", "H", "H", "H", "H", "H", "H", "H", "H", "H", "H", "H", "H", "H", "H", "H", "H", "H", "H"],
  "positions_angstrom": [[-7.7879, -1.6402, -1.8074], [-7.1127, -0.2806, -1.6729], [-7.3330, 0.3650, -0.3035], [-6.8182, -0.4929, 0.8589], [-5.3801, -0.9385, 0.6485], [-5.0669, -2.0952, 0.4770], [-4.5039, 0.1045, 0.6752], [-3.1224, 0.0984, 0.4847], [-2.3772, -1.0463, 0.2483], [-1.0070, -0.9803, 0.0674], [-0.3617, 0.2459, 0.1236], [1.0190, 0.3956, -0.0569], [1.9656, -0.5707, -0.2259], [1.7553, -1.7632, -0.2311], [3.3491, -0.0189, -0.3991], [3.6233, 1.1600, -1.0894], [4.9264, 1.5901, -1.2454], [6.0080, 0.8915, -0.7131], [7.3886, 1.4166, -0.9121], [5.7174, -0.2976, -0.0309], [6.7500, -1.1150, 0.5631], [6.4701, -2.2659, 0.8170], [7.8298, -0.6097, 0.7868], [4.4113, -0.7529, 0.1043], [-1.0997, 1.4089, 0.3605], [-2.4673, 1.3457, 0.5402], [-3.2771, 2.4306, 0.7755], [-2.6863, 3.7036, 0.8556], [-7.7186, -1.9923, -2.8338], [-7.3033, -2.3722, -1.1677], [-8.8401, -1.5749, -1.5374], [-6.0413, -0.3961, -1.8513], [-7.5045, 0.3958, -2.4370], [-8.4014, 0.5402, -0.1556], [-6.8372, 1.3396, -0.2932], [-6.8880, 0.0734, 1.7906], [-7.4290, -1.3897, 0.9575], [-4.8780, 1.0299, 0.8342], [-2.8827, -1.9961, 0.2072], [-0.4411, -1.8776, -0.1121], [1.3472, 1.3494, 0.0023], [2.8247, 1.7309, -1.5414], [5.1193, 2.4972, -1.7988], [7.3808, 2.2443, -1.6168], [7.8014, 1.7609, 0.0352], [8.0575, 0.6403, -1.2786], [4.2220, -1.6872, 0.6124], [-0.5836, 2.3568, 0.4014], [-2.1992, 3.9802, -0.0849], [-1.9618, 3.7593, 1.6742], [-3.5035, 4.3959, 1.0526]],
  "forces_ev_per_angstrom": [[0.158, 0.160, -0.046], [-0.187, 0.015, 0.107], [0.129, -0.070, -0.138], [-0.095, -0.037, -0.104], [-0.456, 0.257, 0.261], [0.127, -0.321, -0.119], [-0.015, 0.544, 0.060], [0.269, -0.010, -0.049], [-0.207, 0.169, 0.048], [0.326, 0.084, -0.034], [-0.461, -0.317, 0.003], [0.154, 0.418, -0.023], [0.134, 0.206, -0.002], [-0.035, -0.161, 0.060], [0.352, 0.081, -0.128], [-0.037, -0.188, 0.135], [0.036, -0.061, 0.075], [-0.006, -0.240, 0.123], [0.269, 0.138, -0.016], [-1.111, 0.694, -0.489], [0.308, -0.416, 0.238], [-0.005, -0.300, 0.058], [0.261, 0.143, 0.091], [0.063, -0.078, 0.065], [-0.047, 0.088, 0.024], [-0.074, -0.161, -0.016], [0.016, -0.599, -0.071], [0.080, 0.278, 0.023], [-0.035, -0.098, -0.067], [-0.010, -0.143, 0.062], [-0.145, -0.045, 0.021], [0.049, 0.073, -0.077], [0.104, 0.013, -0.013], [0.006, 0.076, 0.026], [-0.077, 0.055, 0.035], [-0.019, -0.048, 0.038], [0.114, 0.000, 0.061], [-0.086, -0.190, -0.009], [-0.019, -0.014, 0.003], [0.007, -0.021, -0.001], [0.052, -0.250, 0.013], [-0.079, 0.049, -0.044], [0.058, 0.057, -0.055], [-0.040, 0.038, -0.050], [0.059, 0.019, -0.042], [0.048, 0.055, -0.020], [-0.009, -0.010, -0.017], [0.001, 0.119, 0.016], [-0.010, -0.030, 0.040], [-0.021, -0.020, -0.042], [0.102, -0.004, -0.015]],
  "homo_ev": -7.92,
  "smiles": "CCCCC(=O)Nc1ccc(NC(=O)c2ccc(C)c([N+](=O)[O-])c2)cc1OC",
  "de_lowest_ev": 3.104,
  "e_tot_ha": -1316.34297,
  "gap_ev": 7.38,
  "largest_force_ev_per_a": 1.4
}